[1]
{
  "formula": "C4H9NO2",
  "method": "wB97M-V/def2-TZVPD",
  "energy_ev": -9876.9722,
  "max_force_ev_per_a": 0.6,
  "lumo_ev": 0.932,
  "mol_weight_g_mol": 103.1,
  "orbital_gap_ev": 11.063,
  "symbols": ["C", "N", "C", "O", "C", "C", "O", "H", "H", "H", "H", "H", "H", "H", "H", "H"],
  "positions_angstrom": [[-0.7157, -1.6933, -2.3412], [-0.2479, -0.8477, -1.2620], [-0.8398, 0.2529, -1.1043], [-0.5074, 1.1461, -0.1567], [0.6004, 0.8022, 0.6642], [0.6878, 1.8619, 1.7395], [1.4286, 1.7764, 2.6883], [0.1241, -1.9322, -3.0024], [-1.0950, -2.6381, -1.9365], [-1.5107, -1.2288, -2.9459], [-1.6848, 0.6260, -1.6973], [0.6659, -1.0546, 3.2725], [0.4922, -0.1955, 1.1065], [1.5220, 0.8003, 0.0642], [0.0314, 2.7435, 1.5779], [1.0489, -0.4190, 3.3332]],
  "atomic_forces_ev_per_a": [[-0.064, -0.133, -0.183], [-0.188, 0.429, 0.033], [0.069, -0.289, -0.123], [-0.095, -0.007, 0.012], [0.161, -0.036, 0.048], [0.330, -0.010, 0.174], [-0.345, 0.109, -0.469], [-0.141, 0.019, 0.112], [0.089, 0.152, -0.049], [0.101, -0.078, 0.095], [0.161, -0.099, 0.080], [0.029, -0.019, 0.068], [-0.031, 0.231, -0.113], [-0.108, -0.022, 0.172], [0.068, -0.119, 0.093], [-0.036, -0.129, 0.051]]
}

---

[2]
{
  "formula": "C3H2FMnO2",
  "method": "wB97M-V/def2-TZVPD",
  "energy_ev": -41270.8865,
  "charge": -1,
  "max_force_ev_per_a": 1.4,
  "spin_multiplicity": 6,
  "lumo_ev": [3.675, 4.104],
  "mol_weight_g_mol": 144.0,
  "orbital_gap_ev": [5.921, 5.387],
  "symbols": ["C", "C", "O", "O", "C", "H", "F", "H", "Mn"],
  "positions_angstrom": [[-0.8546, 0.4743, 0.9199], [0.3678, -0.7549, -0.8276], [-0.9417, -0.6746, 0.3518], [0.1818, 1.1650, 0.4253], [1.0535, 0.4155, -0.4359], [0.8377, -1.7412, -0.7808], [-0.3527, -0.6744, -2.0318], [2.0062, 0.2405, 0.0732], [-2.2980, 1.5499, 2.3059]],
  "atomic_forces_ev_per_a": [[-0.025, 0.413, -0.323], [-0.091, 1.192, 0.642], [0.276, -0.719, -0.815], [-0.295, 1.019, 0.546], [0.384, -0.924, -0.020], [-0.245, 0.146, -0.132], [-0.476, -0.430, 0.675], [-0.285, -0.073, 0.100], [0.756, -0.622, -0.673]]
}

---

[3]
{
  "formula": "C20H20N5O7P2Ru",
  "method": "wB97M-V/def2-TZVPD",
  "energy_ev": -64012.0387,
  "max_force_ev_per_a": 4.3,
  "spin_multiplicity": 2,
  "lumo_ev": [-1.351, -1.672],
  "mol_weight_g_mol": 605.4,
  "orbital_gap_ev": [6.153, 5.889],
  "symbols": ["Ru", "C", "C", "C", "C", "C", "N", "C", "C", "C", "C", "C", "C", "C", "N", "C", "C", "C", "N", "C", "C", "N", "C", "C", "C", "N", "H", "H", "H", "H", "H", "H", "H", "H", "H", "H", "H", "H", "H", "H", "H", "H", "H", "H", "O", "P", "O", "O", "O", "P", "O", "O", "O", "H", "H"],
  "positions_angstrom": [[1.3722, 0.1549, -0.1410], [-2.5568, 3.6661, -4.9476], [-1.9107, 3.1739, -3.6955], [-1.7790, 3.9937, -2.5753], [-1.1867, 3.5217, -1.4317], [-0.6941, 2.2000, -1.3404], [-0.1230, 1.7397, -0.2223], [0.5113, 2.4241, 0.7685], [1.3412, 3.5447, 0.5512], [2.1234, 4.0461, 1.5633], [2.0969, 3.5066, 2.8526], [3.0760, 3.9538, 3.8808], [1.2112, 2.4647, 3.1100], [0.4495, 1.9131, 2.0974], [-0.3421, 0.7704, 2.3532], [-1.3043, 0.6310, 3.2838], [-1.7937, -0.6514, 3.1760], [-1.0531, -1.2290, 2.1417], [-0.1855, -0.3587, 1.6598], [-0.8867, 1.3422, -2.4689], [-1.4660, 1.8587, -3.6168], [-0.4513, 0.0108, -2.4693], [-0.0799, -0.7281, -3.5463], [0.3539, -1.9489, -3.0880], [0.2261, -1.8830, -1.6993], [-0.2706, -0.6959, -1.3421], [-2.4717, 4.7457, -5.0265], [-3.6148, 3.4037, -4.9351], [-2.1031, 3.2047, -5.8210], [-2.1497, 5.0074, -2.6059], [-1.0977, 4.1525, -0.5608], [1.4151, 3.9405, -0.4492], [2.8069, 4.8515, 1.3453], [3.2155, 5.0323, 3.8622], [4.0291, 3.4814, 3.6326], [2.7851, 3.6343, 4.8780], [1.1672, 2.0236, 4.0969], [-1.5742, 1.4362, 3.9379], [-2.5664, -1.1093, 3.7575], [-1.1088, -2.2216, 1.7444], [-1.5921, 1.2248, -4.4822], [-0.0900, -0.3567, -4.5489], [0.7084, -2.7735, -3.6696], [0.4364, -2.6300, -0.9518], [5.1871, -0.2154, 0.4519], [4.1176, 0.8463, 0.9516], [4.6623, 1.8568, 1.8561], [2.8665, 0.1118, 1.4235], [3.6932, 1.5862, -0.4873], [3.2831, 0.6914, -1.7841], [4.4720, 0.9284, -2.8102], [1.9889, 1.2817, -2.2726], [3.2549, -0.7706, -1.4291], [4.7608, -0.7760, -0.2161], [4.5662, 1.8529, -3.0290]],
  "atomic_forces_ev_per_a": [[-3.935, 0.747, 1.458], [-0.171, -0.062, 0.017], [0.245, -0.120, 0.220], [-0.071, -0.358, -0.398], [0.289, -0.642, 0.302], [-0.473, 0.164, -1.723], [1.361, -2.964, 1.315], [0.414, 0.729, 0.865], [0.006, -0.377, 0.101], [-0.145, 0.027, 0.016], [-0.368, -0.150, -0.161], [0.140, -0.066, -0.012], [0.057, -0.004, -0.008], [0.315, 0.523, -0.762], [-0.297, 0.155, 0.424], [-0.171, -0.269, 0.059], [0.091, 0.179, 0.043], [0.052, 0.076, -0.075], [1.482, 0.106, -1.237], [-0.245, 1.528, 0.596], [-0.094, 0.254, 0.169], [0.436, -0.871, -1.089], [-0.035, 0.161, 0.688], [-0.176, -0.244, 0.366], [-0.125, -0.129, -0.773], [0.954, 0.591, 0.763], [-0.022, 0.105, -0.107], [-0.115, 0.075, -0.162], [-0.008, 0.046, -0.147], [-0.023, 0.127, -0.016], [0.046, 0.084, 0.072], [0.009, 0.031, -0.133], [0.125, 0.104, -0.007], [-0.011, 0.075, 0.046], [0.071, 0.001, 0.040], [-0.020, 0.047, 0.089], [0.060, -0.077, 0.026], [-0.005, 0.173, 0.048], [-0.141, -0.051, 0.121], [0.014, -0.200, -0.136], [-0.052, -0.099, -0.058], [-0.144, 0.232, -0.142], [0.107, -0.126, -0.150], [0.107, 0.070, 0.031], [0.134, 0.117, 0.302], [0.917, 0.918, -0.098], [0.225, 0.044, 0.008], [-1.576, -0.058, -1.577], [0.343, -0.662, 0.066], [0.768, 1.029, -0.644], [-0.092, -0.518, 0.105], [0.070, -0.553, 1.061], [-0.434, -0.095, 0.461], [-0.016, -0.325, -0.090], [0.125, 0.501, -0.173]]
}

---

[4]
{
  "formula": "C17H30IN3O7S",
  "method": "wB97M-V/def2-TZVPD",
  "energy_ev": -55849.3397,
  "max_force_ev_per_a": 3.5,
  "lumo_ev": -0.978,
  "mol_weight_g_mol": 547.4,
  "orbital_gap_ev": 7.405,
  "symbols": ["O", "C", "O", "C", "O", "C", "N", "C", "S", "C", "I", "C", "O", "C", "C", "N", "C", "C", "O", "C", "H", "H", "H", "H", "H", "H", "H", "H", "H", "H", "H", "H", "H", "H", "H", "C", "O", "C", "C", "N", "C", "C", "O", "C", "H", "H", "H", "H", "H", "H", "H", "H", "H", "H", "H", "H", "H", "H", "H"],
  "positions_angstrom": [[1.4031, -2.3948, -1.3843], [2.2815, -3.1790, -1.3896], [2.4846, -4.2811, -0.5740], [3.8874, -4.3187, -0.3898], [4.4516, -4.6628, 0.5617], [4.4470, -3.7428, -1.7224], [5.8432, -3.9838, -2.0683], [6.4899, -3.1779, -1.4070], [7.1997, -2.1816, -0.3931], [3.4963, -3.0351, -2.3695], [3.7048, -1.9865, -4.2065], [-2.5010, 4.0558, -3.2541], [-1.1269, 3.8161, -3.0056], [-0.8593, 3.4613, -1.6490], [-0.3078, 2.0464, -1.5809], [-1.3399, 1.0700, -1.9209], [-0.8250, -0.2902, -2.0883], [0.0985, -0.5497, -3.2697], [-0.5280, -0.4269, -4.5413], [-0.4971, 0.8780, -5.0941], [-2.6047, 4.3791, -4.2901], [-3.0882, 3.1427, -3.1152], [-2.8825, 4.8471, -2.6013], [-1.7430, 3.5730, -1.0133], [-0.0964, 4.1548, -1.2824], [0.0574, 1.8503, -0.5679], [0.5406, 1.9831, -2.2744], [-1.7886, 1.3531, -2.7845], [-1.6979, -0.9410, -2.1968], [-0.3166, -0.5943, -1.1704], [0.4139, -1.5895, -3.1963], [1.0153, 0.0495, -3.2233], [0.4023, 1.4292, -4.8068], [-1.3901, 1.4389, -4.8065], [-0.5100, 0.7817, -6.1814], [-3.7892, -0.3015, 4.3119], [-2.5658, -0.5133, 4.9962], [-1.9534, -1.7597, 4.6699], [-0.6176, -1.5183, 3.9852], [-0.8135, -0.9516, 2.6537], [0.4234, -0.4917, 2.0259], [1.1231, 0.7142, 2.6577], [0.3843, 1.9225, 2.5543], [-0.5168, 2.1613, 3.6235], [-4.2149, 0.6375, 4.6658], [-3.6248, -0.2230, 3.2328], [-4.4980, -1.1080, 4.5231], [-2.6050, -2.3895, 4.0566], [-1.7759, -2.2848, 5.6137], [-0.0787, -2.4667, 3.8998], [-0.0317, -0.8424, 4.6210], [-1.4508, -0.1666, 2.7217], [0.1699, -0.2258, 0.9956], [1.1285, -1.3277, 1.9696], [2.0452, 0.8831, 2.0923], [1.4336, 0.5279, 3.6918], [-0.1543, 1.7535, 4.5705], [-1.5043, 1.7547, 3.3917], [-0.6274, 3.2415, 3.7330]],
  "atomic_forces_ev_per_a": [[-0.903, -0.521, 0.970], [1.375, 0.579, -2.468], [0.201, 1.133, 0.854], [-0.691, 0.903, -3.353], [0.542, -0.800, 1.389], [0.160, -0.272, -0.544], [-1.222, 1.126, 0.669], [0.942, 0.722, 1.470], [-0.489, -1.054, -1.413], [0.617, -1.343, 1.263], [-0.331, -0.639, 1.408], [0.208, -0.018, -0.105], [-0.378, -0.016, 0.118], [0.574, -0.045, -0.038], [-0.364, 0.017, -0.198], [0.216, 0.036, 0.108], [-0.443, 0.162, -0.068], [-0.044, -0.434, -0.032], [0.272, 0.314, 0.095], [-0.268, -0.248, -0.158], [0.084, -0.008, 0.033], [-0.132, 0.068, 0.087], [-0.089, -0.054, 0.003], [-0.060, -0.098, -0.134], [-0.027, -0.015, 0.048], [-0.023, -0.019, -0.013], [0.158, 0.154, 0.101], [0.025, 0.008, 0.064], [0.098, -0.077, -0.003], [0.008, 0.054, -0.045], [-0.059, 0.073, -0.129], [-0.060, 0.137, -0.074], [-0.046, 0.019, 0.096], [0.119, 0.216, 0.025], [0.025, -0.058, 0.030], [0.137, 0.105, 0.128], [-0.237, -0.115, -0.283], [0.427, 0.053, 0.353], [-0.337, 0.214, -0.171], [0.205, -0.117, 0.147], [-0.306, 0.174, -0.088], [0.251, -0.066, -0.386], [0.083, -0.182, 0.303], [-0.086, 0.225, -0.284], [0.076, -0.033, 0.046], [-0.132, -0.097, -0.051], [-0.028, 0.012, -0.096], [0.001, 0.156, -0.089], [-0.003, -0.039, -0.033], [0.012, 0.035, -0.037], [0.038, -0.147, 0.201], [0.008, -0.078, -0.025], [0.109, 0.029, 0.020], [-0.018, -0.001, 0.078], [-0.024, 0.017, -0.003], [-0.176, 0.031, 0.072], [-0.027, -0.093, -0.040], [-0.038, -0.068, 0.217], [0.072, -0.019, -0.034]]
}